The following is a DFT calculation (wB97M-V/def2-TZVPD) of a structure of composition C2H6N6.

```
! RIJCOSX wB97M-V def2-TZVPD def2/J DEFGRID3
* xyz 0 1
H -0.88606 3.60087 2.62235
C -0.43926 1.66650 1.47051
N -0.30269 0.47827 0.93126
H 1.34905 -0.25434 1.62142
H 0.50530 -2.11165 -1.72514
C -0.63540 2.72306 2.04511
N -0.90762 0.52147 -0.86336
N 0.58783 -1.22387 -1.22002
H -0.21896 1.19600 -1.30283
H -1.38351 -1.25589 -0.77116
N 0.87059 -1.37868 0.13057
N 0.92543 -0.12862 0.74959
H 0.16362 -1.99266 0.48104
N -0.78039 -0.71014 -1.32471
*
```

Calculated values
Orbital gap (spin up / spin down) in Ha: 0.3016 / 0.3016
Maximum force in eV Å⁻¹: 4.6
Highest occupied orbital energy (spin up / spin down) in Eh: -0.2893 / -0.2893
ΔE to the lowest compared entry with this formula, charge and spin in kJ/mol: 691.9



The following is a DFT calculation (wB97M-V/def2-TZVPD) of a structure of composition C5H10CaO2.

```
! RIJCOSX wB97M-V def2-TZVPD def2/J DEFGRID3
* xyz 1 2
C 0.82429 1.09204 0.03018
H -2.74570 -0.37270 1.09755
H -0.92206 2.47875 -0.03514
C -2.22078 -0.02940 -3.92587
H -2.48981 0.74203 -4.64961
H -1.55245 1.47925 -1.61653
O -1.09805 -0.74611 -2.06628
H -3.06290 1.31657 0.68061
C -2.50017 0.66344 1.36062
C -1.50510 0.36270 -2.70581
H 1.30162 1.43096 -0.89660
C -0.53606 1.48877 0.20196
H 1.45974 0.97959 0.91575
O -1.09178 0.77493 1.22445
H -2.72568 0.90794 2.40460
H -0.67035 1.02168 -3.03967
H -1.87620 -0.97756 -4.35111
Ca 0.21147 -1.06640 -0.53598
*
```

Calculated values
Orbital gap (spin up / spin down) in Ha: 0.2253 / 0.2748
Maximum force in eV Å⁻¹: 3.4
Highest occupied orbital energy (spin up / spin down) in Eh: -0.3949 / -0.4485
ΔE to the lowest compared entry with this formula, charge and spin in kJ/mol: 283.5
<S²>: 0.787



The following is a DFT calculation (wB97M-V/def2-TZVPD) of a cluster of 14 separate species, C7H40NO13 in total.

```
! RIJCOSX wB97M-V def2-TZVPD def2/J DEFGRID3
* xyz 1 1
O -0.06109 3.11596 -2.43598
O -2.80493 2.38988 1.76317
H -0.44590 -4.85512 1.54283
C -1.27140 -1.06681 2.99649
C -3.23207 -0.44050 1.78515
H 4.32568 2.88447 0.85411
C -0.33221 -0.42422 3.67763
H -0.98841 3.32429 -2.53228
H 3.77871 -1.50256 -1.31617
H 1.51986 3.66454 0.84799
H 0.83997 -0.26391 0.60276
H -0.06262 1.97731 -0.68599
H 4.27825 -1.49680 -2.69573
H 3.89149 1.00986 3.48316
H -4.73926 1.86823 -1.59491
O 1.59235 -2.76793 1.02484
H -1.57506 1.38196 -0.11569
H 1.33129 -4.18484 -2.97619
H -3.71906 -0.19184 2.72167
H 2.46880 -2.89874 1.42638
H 1.07837 -2.97148 1.82201
O 3.62244 3.27513 1.39374
H -0.27431 0.03202 -2.13784
H -3.07134 3.18088 2.25232
H 2.62872 0.13030 2.87973
H 0.53132 -1.46172 -1.50625
H -0.89407 -4.16535 2.84598
H -1.47476 -3.03036 -4.20950
H -2.28614 -1.46236 -2.87340
O -4.12119 1.54743 -0.93517
H 0.23522 4.35343 0.29814
O -2.93097 -0.90036 -2.35672
H -1.62761 -1.96155 3.51736
C -1.17416 -1.07835 0.46584
O 3.35382 0.73848 2.72793
H 2.24705 3.40675 -1.52736
O 0.79264 3.56881 0.21694
O 1.23668 -3.23081 -2.90312
N -0.55453 1.35653 -0.02349
H 2.12147 -2.82968 -2.86612
H -3.38072 2.50674 0.98395
H -3.39552 1.08853 -1.38486
H 3.27976 2.51334 1.89518
H -0.68578 -2.04945 0.62173
C 0.38656 -0.39264 -1.40733
H -0.52692 -2.75417 -2.97024
H -0.24417 1.76522 0.85557
O 3.01510 3.01500 -1.95507
O -0.11960 -4.35872 2.29965
H 0.41570 2.78962 -3.20779
H -1.90803 -1.22455 -0.28192
H -2.70544 -1.12232 -1.45932
H 1.45036 -0.11289 -1.57892
C -1.95886 -0.79373 1.72313
H -3.91296 -0.24265 0.96109
O -1.10072 -2.33421 -3.66275
O 3.48611 -1.75885 -2.20495
H 3.38369 3.60423 -2.61547
H 0.25757 0.44020 3.29410
H 0.12800 -0.55311 4.62452
C -0.09721 -0.04658 0.01545
*
```

Calculated values
Orbital gap in Ha: 0.3610
Maximum force in eV Å⁻¹: 3.4
Highest occupied orbital energy in Eh: -0.4467
ΔE to the lowest compared entry with this formula, charge and spin in kJ/mol: 232.1



The following is a DFT calculation (wB97M-V/def2-TZVPD) of a structure of composition C44H67AsBrNO2SSeTm.

```
! RIJCOSX wB97M-V def2-TZVPD def2/J DEFGRID3
* xyz -2 4
C 0.71628 -4.50052 -4.36191
H 4.89632 2.25975 -2.50400
C 5.27375 1.24362 -2.46145
H 2.65888 2.67741 1.54388
Tm 0.84875 -1.06984 -1.46079
C 3.95773 -0.73878 -6.62424
H 1.48600 5.83264 -0.07247
C -0.37952 -0.35837 -3.51231
C 3.04781 -1.00635 -5.42234
C 3.43175 2.74008 -5.39187
H 1.27839 -1.95766 5.35663
H -4.15198 4.17904 0.12295
H 6.33943 1.38788 -2.31963
H -3.19024 2.18371 0.99700
H -4.31869 -2.55392 0.47457
H 3.17154 3.93633 -1.84913
C 2.36957 1.79372 -4.87351
H -2.51361 -3.15666 5.77269
C -3.54838 4.18599 2.81719
H -3.14459 5.51473 -0.35351
H 2.47506 -2.81093 1.26871
H -4.44691 5.82800 0.83920
H -0.10995 5.13845 0.94693
H 3.14546 5.33573 0.01516
C 4.91539 0.46946 -3.73173
C 1.84653 3.64575 -0.22002
H -1.35370 5.87664 2.94756
C -0.43980 4.12608 0.69449
H -3.01883 -3.46343 1.33145
N -2.86359 -3.23912 -0.80160
C -1.74003 3.77045 1.06531
H 4.83545 0.74626 -1.57434
C 0.42041 3.23196 0.02742
C -0.27922 -1.49855 1.58461
H -2.05945 -5.21841 -0.63482
H 1.46052 4.37442 -2.24523
H 3.29030 -1.99431 -5.01806
C 1.49601 -2.55058 3.27383
H -0.66303 -2.45135 4.82968
C -3.61726 -3.38749 0.41214
H -2.85312 6.74009 2.52375
H -4.17324 -2.63759 6.21033
H 2.63364 -1.24558 1.95853
H -0.99991 -3.84935 -0.02355
H 1.74541 1.44305 -5.71184
H -3.88608 -3.34068 4.64695
C 0.86684 -3.45253 -3.45339
C -4.49247 -0.70838 4.41874
H -4.27075 -4.49792 -1.84044
H -5.20382 -0.82055 5.24462
H 5.29613 -0.56898 -3.70467
H -4.53059 -2.78761 -2.04909
H -1.98506 -5.89513 -2.80271
C -1.14411 -5.22857 -2.98273
H 3.72155 -1.50607 -7.35399
H -4.36611 0.34297 4.16115
H 5.00463 -0.68019 -6.33330
C -1.35735 1.58196 0.10705
Br 3.52273 -1.97438 -1.29816
H 1.67983 -2.71280 -3.61841
C -2.54443 -0.47905 5.93265
C -3.45448 -2.69472 5.40798
H 4.00191 3.13773 -4.54553
H 3.65971 0.21639 -7.07617
Se -2.04086 -0.14892 -0.26847
H 3.55475 -2.56579 2.71396
C -2.18239 2.49024 0.75919
H 1.71174 2.35641 -4.20448
C 1.39948 -4.07265 3.52718
C -3.72372 5.10080 0.50366
H 0.83398 -4.29688 4.43737
C 2.57837 -2.31021 2.23269
S -1.04657 0.00021 -4.88811
H -4.02819 3.26544 2.44797
H -1.59671 6.59068 1.29420
C -1.54829 -0.89187 1.41825
H 2.09883 -0.77545 4.42262
C 2.86404 2.71160 0.46998
H 0.88344 -4.52602 2.72905
H -2.88992 3.94837 3.66388
H 3.87532 3.06988 0.39756
C 1.97730 -1.84169 4.54083
H 2.77426 1.67938 0.10294
H -4.28185 -4.28247 0.39403
C -2.19150 -1.44152 3.68405
C 0.09419 -1.97896 2.89836
H -0.47228 -6.28032 -4.78210
C -0.91550 -2.02362 3.85949
C -2.45194 -0.85703 2.44814
H 2.96339 3.54699 -6.00169
C -2.70061 4.77288 1.64858
H -3.16150 -3.44983 -2.86908
C 2.14069 3.65373 -1.73683
H -4.32062 4.91381 3.16936
H -1.63645 -0.94931 6.31428
C -0.31939 -5.40583 -4.11061
H -4.89319 -1.17308 3.52392
H 1.98943 2.62868 -2.14764
C -3.73493 -3.51373 -1.92639
H 5.29441 0.93288 -4.66648
H 2.93741 -2.26456 4.88016
O 0.54413 -1.67479 0.60882
C -1.70636 -4.18202 -0.79410
C -0.91601 -4.18162 -2.07423
H 2.40316 -4.58421 3.62802
H -2.26669 0.51339 5.57545
C -3.15112 -1.30945 4.84315
H 1.37803 -4.65472 -5.19587
H 2.05487 5.10313 1.38496
H -3.36076 -0.29156 2.32196
C 2.14859 5.05153 0.30785
H 4.13933 2.22040 -6.05318
H 2.00450 -1.09364 -5.74925
C -0.00614 1.90135 -0.25801
H -3.23708 -0.45104 6.76526
As 2.97575 0.20477 -3.90333
C 0.03463 -3.19228 -2.33482
C -2.06969 6.06582 2.14097
O 0.80289 1.03877 -0.79972
*
```

Calculated values
Orbital gap (spin up / spin down) in Ha: 0.1486 / 0.2323
Maximum force in eV Å⁻¹: 1.8
Highest occupied orbital energy (spin up / spin down) in Eh: -0.0035 / -0.0871
ΔE to the lowest compared entry with this formula, charge and spin in kJ/mol: 0.0
<S²>: 3.757



The following is a DFT calculation (wB97M-V/def2-TZVPD) of a cluster of 3 separate species, C2H8O4 in total.

```
! RIJCOSX wB97M-V def2-TZVPD def2/J DEFGRID3
* xyz 0 1
H 1.61769 0.12260 -3.35901
H -3.27781 -2.73551 1.21133
H -0.82893 0.13334 2.35009
C 0.81555 0.57159 -1.45308
O 1.24640 1.09073 -0.24356
O -0.34033 0.89607 2.69267
H 2.11568 1.63098 -2.73779
H -2.49841 -2.72684 2.50241
H 2.84458 0.06117 -2.17002
O -0.33998 0.32850 -1.64348
H 0.54026 0.87701 0.38736
C 1.95107 0.60747 -2.40919
O -2.73709 -2.17982 1.76521
H -1.10866 1.32271 3.10705
*
```

Calculated values
Orbital gap in Ha: 0.4044
Maximum force in eV Å⁻¹: 3.1
Highest occupied orbital energy in Eh: -0.3845
ΔE to the lowest compared entry with this formula, charge and spin in kJ/mol: 74.6
SMILES: CC(=O)O.O.O



- What is the formula in the fifth record?
  C2H8O4